{"formula": "C45H72O27", "method": "ωB97M-V/def2-TZVPD", "species": ["C", "O", "C", "O", "O", "C", "H", "H", "H", "H", "H", "H", "C", "O", "C", "O", "O", "C", "H", "H", "H", "H", "H", "H", "C", "O", "C", "O", "O", "C", "H", "H", "H", "H", "H", "H", "O", "C", "C", "C", "C", "O", "H", "H", "H", "H", "H", "H", "O", "C", "C", "C", "C", "O", "H", "H", "H", "H", "H", "H", "O", "C", "C", "C", "C", "O", "H", "H", "H", "H", "H", "H", "O", "C", "C", "C", "C", "O", "H", "H", "H", "H", "H", "H", "O", "C", "C", "C", "C", "O", "H", "H", "H", "H", "H", "H", "O", "C", "C", "C", "C", "O", "H", "H", "H", "H", "H", "H", "O", "C", "C", "C", "C", "O", "H", "H", "H", "H", "H", "H", "O", "C", "C", "C", "C", "O", "H", "H", "H", "H", "H", "H", "O", "C", "C", "C", "C", "O", "H", "H", "H", "H", "H", "H"], "positions_angstrom": [[15.9385, -21.0475, -7.6182], [15.0167, -22.0215, -7.2789], [15.3587, -23.2515, -7.5935], [16.4303, -23.5948, -8.0783], [14.3719, -23.9980, -7.1441], [14.6173, -25.4060, -7.3328], [16.6313, -21.0894, -6.8354], [15.4643, -20.0560, -7.6160], [16.3485, -21.2966, -8.5748], [14.6272, -25.6216, -8.3853], [13.7118, -25.8677, -6.8929], [15.5027, -25.8392, -6.9089], [17.6595, -16.7847, -5.4914], [17.3863, -18.1466, -5.2311], [18.3680, -19.0672, -5.2380], [19.4498, -18.8077, -5.6275], [17.8884, -20.1667, -4.6914], [18.7245, -21.3636, -4.7713], [17.1712, -16.1920, -4.7703], [17.2331, -16.4975, -6.4303], [18.7051, -16.6645, -5.4453], [19.3455, -21.2321, -5.6180], [18.0990, -22.2344, -4.7126], [19.3858, -21.3096, -3.9147], [15.4932, -25.0039, -3.8427], [14.5954, -23.9605, -3.5731], [14.9719, -22.6959, -3.8098], [16.0274, -22.3679, -4.2785], [13.9934, -21.8789, -3.5038], [14.1898, -20.5059, -3.7093], [15.0517, -25.9178, -3.5427], [16.3641, -24.9408, -3.1484], [15.9382, -24.7481, -4.8204], [14.3839, -20.3290, -4.7050], [14.9584, -20.1234, -3.0436], [13.2837, -20.0829, -3.3000], [10.3014, -21.2793, 1.3160], [11.1768, -22.0265, 0.9556], [12.3787, -21.7802, 0.0694], [12.7554, -23.2137, -0.4182], [12.4095, -23.9476, 0.8848], [11.2038, -23.3370, 1.3930], [12.1048, -21.1372, -0.7507], [13.1449, -21.4498, 0.8169], [12.1216, -23.5303, -1.2265], [13.7310, -23.2801, -0.7628], [12.1408, -24.9918, 0.7070], [13.2326, -23.9108, 1.5842], [15.7474, -27.5308, -0.7491], [15.8969, -27.5909, 0.4553], [16.9283, -28.2764, 1.3472], [16.1117, -28.5221, 2.6080], [15.1884, -27.2871, 2.6334], [14.9100, -27.0662, 1.2669], [17.3335, -29.1083, 0.8060], [17.7300, -27.6125, 1.5579], [15.6013, -29.5023, 2.4642], [16.5620, -28.6066, 3.6202], [14.1906, -27.4024, 3.0707], [15.8056, -26.4658, 3.0540], [12.0592, -25.4954, -5.8187], [11.9555, -25.4818, -4.6283], [11.2154, -24.5085, -3.7797], [10.9704, -25.4158, -2.5460], [12.2857, -26.1860, -2.4899], [12.4936, -26.4963, -3.8432], [11.7462, -23.5315, -3.6052], [10.3221, -24.2573, -4.2786], [10.6466, -24.8927, -1.7090], [10.1582, -26.1188, -2.8399], [13.1241, -25.6421, -2.1223], [12.0982, -27.0991, -1.9591], [15.6230, -14.2158, -0.1644], [16.3603, -15.1805, -0.0442], [17.8390, -15.2242, 0.1804], [18.2282, -16.6364, -0.0331], [16.9928, -17.4088, 0.2753], [15.8831, -16.4539, -0.0408], [18.4140, -14.4356, -0.3485], [17.9709, -14.9059, 1.1971], [18.4273, -16.8765, -1.0670], [19.1204, -17.0159, 0.5583], [16.8149, -18.3471, -0.3042], [16.9365, -17.7077, 1.2824], [15.4990, -14.6809, -4.1943], [14.6212, -14.3519, -3.4525], [13.7166, -15.2864, -2.6306], [12.5905, -14.4134, -2.1429], [13.1973, -13.0314, -2.2302], [14.2290, -13.0958, -3.2347], [13.3463, -15.9931, -3.3349], [14.3034, -15.7149, -1.8049], [11.6942, -14.5188, -2.7851], [12.3698, -14.7035, -1.0927], [12.5420, -12.2052, -2.5756], [13.7467, -12.7496, -1.3220], [14.2114, -19.2160, 1.4114], [13.1154, -18.7490, 1.2007], [12.1064, -18.2625, 2.2046], [11.1194, -17.5232, 1.3573], [11.2666, -18.2032, 0.0315], [12.6924, -18.4385, -0.0207], [11.7682, -19.1230, 2.7125], [12.6286, -17.5796, 2.8803], [10.1643, -17.6249, 1.8255], [11.4047, -16.4472, 1.3373], [10.7481, -19.1057, -0.1425], [11.1055, -17.5512, -0.8584], [10.8004, -20.7203, -2.9433], [9.7058, -21.0666, -2.6155], [8.3396, -20.7848, -3.2202], [7.3495, -21.2133, -2.1000], [8.1991, -22.1496, -1.2350], [9.5909, -21.8839, -1.5292], [8.2637, -19.7420, -3.4338], [8.2045, -21.1798, -4.1991], [6.9557, -20.3630, -1.6436], [6.5690, -21.7422, -2.6569], [8.0877, -21.9494, -0.1901], [7.9591, -23.1918, -1.6095], [8.9064, -20.4953, -6.6650], [10.1046, -20.6078, -6.7291], [11.2371, -19.5460, -6.6215], [12.5047, -20.2921, -7.0352], [12.1074, -21.7887, -6.6717], [10.6716, -21.8290, -6.7620], [10.9186, -18.7540, -7.2705], [11.3532, -19.2681, -5.5697], [12.8254, -20.2115, -8.0969], [13.3036, -19.9878, -6.3955], [12.4884, -22.5534, -7.3589], [12.4594, -22.1237, -5.6201], [16.3747, -20.5319, -1.1620], [16.6733, -21.5042, -0.5358], [17.2443, -21.5358, 0.8820], [17.0734, -22.9717, 1.2698], [17.0895, -23.7207, -0.0566], [16.4730, -22.7826, -0.9493], [18.3401, -21.3092, 0.7623], [16.8603, -20.7301, 1.5566], [17.8930, -23.2843, 1.9112], [16.1123, -23.2134, 1.7998], [18.1065, -23.9215, -0.4125], [16.4928, -24.6477, -0.1917]], "forces_ev_per_a": [[-0.2, 1.2, -0.4], [-1.7, 0.1, -0.2], [1.7, -0.1, 0.4], [-1.7, 0.2, 0.3], [0.7, -1.5, -0.1], [-2.2, -0.7, 0.0], [1.7, 0.4, 0.8], [-0.1, -0.5, -0.1], [0.6, 0.2, -0.5], [0.1, 0.0, -0.6], [0.8, 0.1, -0.3], [0.6, 0.5, 0.5], [0.1, -0.7, -0.3], [-1.4, -1.1, 0.5], [-2.0, 1.5, 0.7], [2.6, -0.5, -0.8], [-0.2, -1.0, -0.2], [0.1, 1.7, 1.1], [-0.5, 0.5, 1.1], [0.0, 0.0, -0.8], [1.3, 0.6, -0.3], [0.5, -0.5, -1.1], [-0.2, 0.0, -0.3], [0.1, -0.2, 0.3], [2.8, 1.9, 0.4], [-1.5, 0.7, 0.9], [0.5, -0.5, -0.4], [0.3, -0.2, -0.1], [-0.8, -1.6, 0.6], [-0.2, 0.5, 2.8], [-0.8, -1.0, -0.9], [-0.4, 0.3, -0.2], [-0.4, -1.3, 0.0], [0.4, 0.7, -2.1], [0.5, -0.1, -0.3], [-0.5, 0.3, -0.6], [0.6, -0.2, -0.2], [-0.6, -0.5, 0.4], [0.0, -1.2, 0.4], [-2.0, 1.3, 1.8], [-0.5, -1.2, -1.2], [0.7, 1.0, -0.3], [0.4, 0.7, 0.1], [-0.2, 0.3, -1.1], [-0.4, 0.0, -0.2], [2.0, -0.2, -0.3], [0.2, 0.0, 0.1], [0.1, 0.2, 0.5], [0.9, -0.1, 1.7], [-1.5, 0.3, -1.0], [-0.7, 0.4, -0.1], [-0.8, -1.2, 1.1], [0.4, -0.8, -0.2], [0.6, 0.5, -1.3], [0.1, -0.6, 0.0], [0.8, 0.9, 0.0], [-0.2, 0.8, 0.1], [0.5, 0.1, -1.0], [0.6, 0.0, 0.5], [-0.8, -0.1, -0.1], [-0.1, -0.1, 0.2], [0.8, -0.5, -0.3], [0.5, 0.2, 1.3], [0.0, 0.0, -2.0], [-1.8, -0.2, 0.3], [0.1, 0.6, -1.6], [-0.1, -1.1, 0.0], [-1.1, 0.3, -0.7], [-0.3, 0.8, 1.7], [0.5, 0.3, 0.3], [0.6, 0.5, 0.6], [0.5, -0.6, 0.4], [1.0, -1.3, 0.1], [-1.3, 0.4, -0.3], [0.7, 1.8, -0.2], [1.8, -1.6, -0.1], [-1.6, -0.4, -1.3], [0.8, -0.2, 0.4], [-0.6, -0.7, -0.2], [0.0, -0.1, 0.9], [0.4, 0.4, -0.5], [-1.1, 0.6, -0.6], [0.2, 1.0, 0.1], [-0.5, 0.0, 1.6], [0.3, 0.3, -0.2], [-0.8, -0.8, 0.8], [0.8, 0.5, -0.3], [-0.6, -0.3, 0.8], [0.4, 1.3, 0.0], [0.3, 0.3, -0.6], [0.0, -1.1, -0.2], [-0.3, -0.1, -0.5], [0.4, 0.1, 0.5], [-0.3, 0.5, -0.7], [0.2, -0.6, 0.5], [-0.5, 0.0, 0.0], [-0.5, -0.1, 0.0], [1.6, 0.6, 0.4], [1.6, 0.7, -0.1], [-0.6, 0.6, 0.7], [1.0, 2.4, -1.8], [-0.1, -1.0, -0.7], [-0.8, -0.8, 0.8], [0.0, -0.4, 0.2], [-0.9, 0.2, -0.1], [-0.3, -0.7, -0.3], [-0.7, -1.2, 0.3], [-0.2, -0.3, 0.7], [0.4, 0.5, -0.6], [-0.1, -0.9, 0.2], [0.4, 0.6, 1.6], [1.0, -1.3, -2.7], [-0.3, -0.8, -1.4], [-0.8, 0.3, -0.4], [0.1, 1.0, 0.1], [0.1, -1.1, -0.6], [-0.6, 1.2, 1.1], [-0.2, 0.0, 0.8], [-0.2, -0.5, 0.6], [0.5, 0.9, 1.1], [0.5, 0.5, -0.3], [0.5, -0.3, 1.2], [-0.7, -1.2, -0.6], [-0.6, -1.5, 0.0], [0.8, 0.1, 0.6], [0.1, -0.1, 0.0], [0.2, 0.8, 0.0], [-0.5, 0.3, -0.2], [-0.5, 0.0, 0.7], [0.7, 0.2, 0.1], [-0.1, 0.5, 0.2], [-0.8, 0.8, -1.5], [0.1, -0.3, -0.4], [-0.4, 0.4, 1.0], [1.0, 1.1, -0.4], [-0.6, -1.5, 1.4], [-0.3, 0.0, -0.6], [0.0, 0.5, -0.8], [-0.8, -0.2, 0.1], [-0.1, -0.9, -0.7], [-0.1, -0.3, 0.2], [0.8, 0.5, -0.4], [0.0, 0.0, 0.1], [0.4, 0.5, 0.6]], "smiles": "COC(=O)OC.COC(=O)OC.COC(=O)OC.O=C1CCCO1.O=C1CCCO1.O=C1CCCO1.O=C1CCCO1.O=C1CCCO1.O=C1CCCO1.O=C1CCCO1.O=C1CCCO1.O=C1CCCO1", "orbital_gap_ev": 9.89, "fmax_ha_per_bohr": 0.0658, "relative_energy_kcal_mol": 57.76}